Below is C24H31AuFNOSbSi as an isolated structure at a distorted geometry, with properties calculated with ωB97M-V/def2-TZVPD.

Structure (ORCA input):
```
! wB97M-V def2-TZVPD RIJCOSX def2/J DEFGRID3
* xyz -1 1
Au 8.596 10.897 6.595
C 5.985 9.202 7.649
Si 7.106 8.026 6.730
C 7.195 6.428 7.662
C 6.356 7.726 5.034
N 8.714 8.832 6.635
C 9.785 8.199 6.063
C 9.710 6.940 5.382
C 10.838 6.390 4.757
C 12.069 7.045 4.813
C 12.208 8.254 5.509
C 11.111 8.838 6.135
O 11.176 9.947 6.931
C 12.199 10.876 6.669
C 12.429 11.333 5.366
C 13.483 12.227 5.175
C 14.282 12.641 6.253
C 14.011 12.171 7.552
C 12.967 11.273 7.776
H 5.083 8.598 7.815
H 5.689 10.066 7.071
H 6.332 9.538 8.637
H 6.148 6.124 7.833
H 7.686 6.534 8.638
H 7.683 5.609 7.120
H 5.355 7.322 5.246
H 6.876 6.992 4.405
H 6.232 8.653 4.455
H 8.762 6.422 5.361
H 10.764 5.453 4.205
H 12.943 6.626 4.337
H 13.184 8.731 5.559
H 11.843 10.940 4.541
H 13.701 12.601 4.188
H 15.101 13.343 6.093
H 14.605 12.528 8.396
H 12.731 10.852 8.751
C 9.047 10.550 12.184
Sb 9.027 10.569 10.008
C 10.586 9.049 9.967
C 10.291 12.343 9.911
H 10.094 10.685 12.470
H 8.661 9.598 12.562
H 8.437 11.379 12.538
H 11.403 9.413 10.596
H 10.902 8.860 8.944
H 10.184 8.129 10.410
H 11.156 12.155 10.550
H 9.736 13.202 10.286
H 10.603 12.497 8.881
F 6.238 16.398 5.132
C 6.816 15.228 5.542
C 6.105 14.347 6.383
C 6.707 13.151 6.769
C 7.973 12.818 6.284
C 8.702 13.708 5.502
C 8.135 14.936 5.126
H 5.100 14.573 6.719
H 6.206 12.487 7.461
H 9.698 13.428 5.160
H 8.713 15.624 4.528
*
```

Calculated values
Frontier orbital gap in eV: 6.6
HOMO in eV: -3.7
LUMO in eV: 2.89